12 unconnected molecules or ions with the total composition C35H64Br8O24 in a non-equilibrium geometry, computed with ωB97M-V/def2-TZVPD.

XYZ file:
```
131
Properties=species:S:1:pos:R:3:mulliken_charge:R:1
C -2.0352 2.9366 -0.9557 -1.26
C -3.4633 2.9878 -0.4097 0.77
C -3.4648 2.6157 1.1007 -0.05
O -4.2328 3.6680 1.6927 -0.42
C -4.4883 4.6402 0.8096 0.46
O -5.0222 5.6739 1.0432 -0.55
O -3.8874 4.3446 -0.3773 -0.47
H -1.5772 2.0119 -0.5931 0.31
H -1.4333 3.6987 -0.4506 0.50
H -1.9533 3.2094 -2.0061 0.19
H -4.0909 2.3386 -1.0259 0.16
H -2.4518 2.4973 1.4740 0.19
H -4.1070 1.7472 1.2604 0.29
C 4.9636 -2.4061 1.1874 -1.39
C 3.9408 -1.4110 0.7166 1.25
C 4.3902 0.0802 0.9296 0.48
O 4.6416 0.5232 -0.4071 -0.28
C 4.2477 -0.4068 -1.3168 0.35
O 4.1981 -0.1582 -2.4708 -0.43
O 3.8262 -1.4923 -0.7011 -0.34
H 5.9685 -2.0931 0.8891 0.45
H 4.8026 -3.4098 0.8036 0.33
H 4.9812 -2.3821 2.2773 0.33
H 2.9542 -1.4951 1.1702 -0.44
H 5.3131 0.0454 1.5038 0.37
H 3.6098 0.7386 1.2965 -0.69
C -3.4384 1.3898 -3.4615 -1.07
C -3.4971 0.1035 -2.6661 1.25
C -2.3462 -0.0843 -1.6987 1.89
O -2.8950 -0.6889 -0.5208 -0.04
C -4.2694 -0.4858 -0.5807 0.27
O -5.0267 -0.8021 0.2745 -0.63
O -4.5680 0.1689 -1.6929 -0.49
H -4.2407 1.3859 -4.2025 0.41
H -2.4853 1.4360 -3.9827 0.08
H -3.6492 2.2752 -2.8638 0.26
H -3.5720 -0.8260 -3.2357 -0.04
H -1.8615 0.8575 -1.4231 -1.95
H -1.5862 -0.7475 -2.1125 -0.04
C -0.3797 -2.1330 0.9799 0.11
O 0.0677 -1.7113 -0.3121 0.23
C 0.7854 -0.6076 -0.3849 0.45
O 1.3079 0.0195 0.5031 -0.58
O 0.9429 -0.3582 -1.6900 0.29
C 1.4742 0.8868 -2.0577 -0.55
H 0.4525 -2.1052 1.6847 -0.40
H -0.7571 -3.1486 1.0115 0.08
H -1.1197 -1.4222 1.3497 0.20
H 2.4705 1.0636 -1.6600 -0.45
H 0.9294 1.7873 -1.7283 0.31
H 1.4522 1.1070 -3.1247 0.23
C 5.8444 4.1247 5.4148 -0.58
O 5.4847 3.3489 4.2751 -0.34
C 4.4959 3.7675 3.4955 0.65
O 3.9699 4.8488 3.5365 -0.57
O 4.2213 2.8152 2.6296 0.09
C 3.2097 3.0008 1.6662 -0.95
H 6.0423 5.1624 5.1412 0.31
H 6.7284 3.6432 5.8146 0.22
H 5.0078 4.1483 6.1154 0.22
H 3.6448 2.7224 0.7085 0.41
H 2.8855 4.0331 1.5210 0.46
H 2.2984 2.4632 1.9121 0.17
C -4.2685 -3.4795 -4.9233 -0.79
O -3.0512 -4.1365 -4.5316 -0.40
C -2.4247 -3.6322 -3.4893 0.44
O -2.5280 -2.5155 -3.0821 -0.14
O -1.6311 -4.5553 -2.9965 -0.39
C -0.9909 -4.2828 -1.7407 -0.38
H -4.0559 -2.7654 -5.7270 0.29
H -4.6300 -2.8440 -4.1162 0.32
H -4.9188 -4.2591 -5.3008 0.29
H -1.6735 -3.6676 -1.1493 0.07
H -0.0807 -3.7276 -1.9365 0.28
H -0.9207 -5.2114 -1.1838 0.28
C -3.3025 -2.1440 4.2158 -0.51
O -4.5827 -2.5117 3.7540 -0.18
C -5.5424 -2.6614 4.6492 0.71
O -5.4158 -2.5452 5.8312 -0.56
O -6.6433 -2.9893 4.0151 -0.31
C -7.7299 -3.5659 4.6965 -0.70
H -2.6139 -2.9898 4.2238 0.19
H -3.3531 -1.8113 5.2534 0.39
H -2.8863 -1.3371 3.6218 0.07
H -8.3865 -4.0873 3.9922 0.25
H -8.4065 -2.7784 5.0373 0.30
H -7.4297 -4.3142 5.4248 0.31
C 3.1714 -2.9411 4.2301 -0.82
O 2.0770 -3.3500 3.4063 0.02
C 1.5759 -4.5457 3.5926 0.56
O 2.0961 -5.4083 4.2240 -0.58
O 0.3854 -4.6116 3.0515 -0.05
C -0.2401 -5.8996 2.9857 -0.82
H 2.8760 -2.8508 5.2780 0.32
H 3.5200 -1.9723 3.8976 0.12
H 3.8720 -3.7772 4.2162 0.39
H -1.0581 -5.8153 2.2782 0.24
H -0.6664 -6.0912 3.9708 0.30
H 0.4848 -6.6655 2.7273 0.36
Br -0.6096 0.2855 -6.1455 -0.14
C -0.2857 -1.5839 -5.7692 0.04
C 0.9621 -1.7692 -4.9450 0.29
Br 2.5921 -1.0075 -5.6923 -0.12
H -0.1278 -2.0507 -6.7405 0.48
H -1.1771 -2.0273 -5.3345 -0.31
H 1.1716 -2.8333 -4.8362 0.48
H 0.8425 -1.3896 -3.9316 -0.66
Br 0.1013 3.4106 -4.3137 -0.01
C 0.1567 5.2826 -4.8856 -0.66
C -0.7076 6.1922 -4.0533 -0.76
Br -0.0735 6.2747 -2.1955 -0.13
H -0.1183 5.3175 -5.9350 0.42
H 1.1852 5.6014 -4.7398 0.32
H -1.7848 6.0961 -4.1665 0.39
H -0.5395 7.2435 -4.2921 0.43
Br 3.3880 3.3374 -3.0391 -0.15
C 4.8445 2.5028 -4.0362 -0.48
C 4.5845 2.6193 -5.5058 -0.58
Br 6.1303 1.9992 -6.4660 -0.16
H 5.1122 1.5297 -3.6273 0.33
H 5.7374 3.0761 -3.7751 0.44
H 4.3917 3.6641 -5.7507 0.43
H 3.6761 2.1141 -5.8337 0.27
Br 1.7344 3.0327 6.0439 -0.18
C 0.8692 1.2770 5.9312 -0.56
C 0.6388 0.9854 4.4608 -0.23
Br 0.1004 -0.8966 4.2341 -0.11
H -0.0060 1.2499 6.5673 0.42
H 1.5960 0.5449 6.2810 0.34
H 1.5485 1.1602 3.8988 -0.07
H -0.2148 1.5602 4.1207 0.38
```

Its lowest unoccupied orbital energy is 0.177 eV. The HOMO-LUMO gap comes out at 10.0002 eV. As for the SMILES: C[C@H]1COC(=O)O1.C[C@H]1COC(=O)O1.C[C@H]1COC(=O)O1.COC(=O)OC.COC(=O)OC.COC(=O)OC.COC(=O)OC.COC(=O)OC.BrCCBr.BrCCBr.BrCCBr.BrCCBr. Its calculated total energy is -646812.6472 eV.



A molecular structure, C35H65BN11O5PRbS3, computed with ωB97M-V/def2-TZVPD.

XYZ file:
```
122
Properties=species:S:1:pos:R:3:mulliken_charge:R:1
Rb -0.6219 -0.2731 0.0262 0.05
C 1.1556 -4.4585 3.3129 -1.89
C 1.1139 -2.9398 3.4894 2.00
C 2.2432 -2.4805 4.4220 -1.48
C -0.2182 -2.4880 4.0122 0.09
C -0.8885 -2.9433 5.1653 -1.35
C -2.0261 -2.1723 5.2155 -0.57
N -2.0207 -1.3287 4.1659 0.17
N -0.9116 -1.5252 3.4104 0.14
B -3.1978 -0.3674 3.8504 -0.19
N -3.9965 -0.8020 2.6073 0.15
C -5.2904 -1.1849 2.6134 -0.48
C -5.6473 -1.5184 1.3266 -1.43
C -4.4710 -1.3030 0.5727 -0.01
N -3.4917 -0.8714 1.3574 0.57
C -4.2613 -1.4951 -0.9016 2.33
C -4.6760 -2.8968 -1.3481 -1.61
C -4.9971 -0.4186 -1.7055 -1.60
N -2.7806 1.1267 3.7801 0.09
C -3.3162 2.0798 4.5654 -0.33
C -2.8039 3.2988 4.1839 -1.60
C -1.9369 2.9872 3.1168 0.26
N -1.9300 1.6784 2.8825 0.42
C -1.1006 3.9487 2.3177 0.69
C -1.9888 4.9790 1.6110 -1.53
C -0.2200 3.2270 1.3056 1.29
H 2.0957 -4.7610 2.8447 0.41
H 1.0739 -4.9562 4.2846 0.39
H 0.3342 -4.8011 2.6831 0.42
H 1.2631 -2.4739 2.5113 -0.19
H 2.1192 -2.9294 5.4120 0.36
H 3.2160 -2.7821 4.0244 0.38
H 2.2413 -1.3940 4.5439 0.32
H -0.5854 -3.7127 5.8580 0.46
H -2.8399 -2.1646 5.9229 0.48
H -3.9553 -0.4489 4.7926 -0.29
H -5.8597 -1.1999 3.5300 0.44
H -6.6084 -1.8673 0.9827 0.44
H -3.1998 -1.3947 -1.1055 -1.00
H -5.7445 -3.0609 -1.1683 0.35
H -4.4793 -3.0241 -2.4158 0.38
H -4.1086 -3.6617 -0.8137 0.31
H -6.0721 -0.4547 -1.4986 0.35
H -4.6297 0.5779 -1.4523 0.35
H -4.8374 -0.5711 -2.7763 0.36
H -4.0210 1.8226 5.3404 0.47
H -3.0214 4.2686 4.6041 0.46
H -0.4617 4.4864 3.0287 0.24
H -2.6236 4.4796 0.8740 0.29
H -2.6316 5.5059 2.3199 0.43
H -1.3764 5.7179 1.0854 0.38
H -0.8426 2.7244 0.5608 -0.57
H 0.4128 3.9393 0.7717 0.05
H 0.4048 2.4728 1.7841 -0.99
O -1.7547 -1.1928 -3.2480 -0.32
C -1.4125 -2.4779 -3.7422 -0.76
C -1.1733 -3.5229 -2.6724 0.48
C -1.5025 -4.8281 -2.9205 -0.51
C -1.2612 -5.8440 -1.9353 -1.01
C -0.6855 -5.3913 -0.7166 -0.33
C -0.4018 -4.0636 -0.5455 -0.99
N -0.6197 -3.0759 -1.4967 0.57
H -0.9257 -0.7529 -3.0118 -0.25
H -0.5311 -2.3894 -4.3881 0.05
H -2.2393 -2.8057 -4.3753 0.37
H -1.9649 -5.0824 -3.8718 0.33
H -1.5195 -6.8817 -2.1022 0.34
H -0.4797 -6.0875 0.0911 0.41
H 0.0339 -3.7192 0.3889 0.43
C 0.8943 4.5669 -6.3030 -1.32
C 0.9570 3.3723 -5.3716 -0.03
O -0.1812 3.4211 -4.5194 -0.36
P -0.1104 2.7410 -3.0306 0.35
S -1.9109 2.8767 -2.2838 -0.42
S 0.9044 1.0587 -3.1133 -0.21
O 0.9099 3.8002 -2.3009 -0.17
C 0.4842 5.1478 -2.1220 -0.23
C 1.6928 5.9534 -1.6939 -1.32
H 1.7089 4.5190 -7.0310 0.38
H 0.9849 5.4966 -5.7370 0.30
H -0.0575 4.5816 -6.8360 0.29
H 1.8784 3.3890 -4.7854 0.24
H 0.9456 2.4364 -5.9338 0.30
H -0.3060 5.1866 -1.3739 0.19
H 0.0670 5.5407 -3.0536 0.43
H 2.0829 5.5866 -0.7408 0.18
H 1.4218 7.0062 -1.5794 0.39
H 2.4879 5.8725 -2.4386 0.33
O 0.9071 0.8209 3.7164 -0.78
H 0.7165 -0.1208 3.5982 0.26
H 0.0353 1.2003 3.5110 0.13
C 4.1505 2.8344 2.4006 -1.20
N 3.1033 2.3349 1.5465 0.16
C 2.8175 1.0207 1.3136 -0.26
N 3.6991 0.1033 1.8350 -0.02
O 1.8596 0.7066 0.6180 0.86
H 4.4249 3.8403 2.0828 0.35
H 5.0368 2.2062 2.3074 0.36
H 3.8608 2.8736 3.4569 0.30
H 2.3647 2.9582 1.2674 0.16
H 4.0582 0.2619 2.7619 0.24
H 3.4466 -0.8620 1.6233 -0.47
C 2.2722 -2.2353 -4.2816 -0.39
C 3.2345 -2.7390 -3.2172 -0.76
N 2.7546 -2.4940 -1.8538 0.42
C 3.5930 -2.1717 -0.8483 0.05
S 3.5827 -2.9913 0.6188 -0.44
N 4.4948 -1.1864 -1.1006 -0.14
C 4.1319 0.0125 -1.8785 1.54
C 5.3589 0.6307 -2.5260 -1.56
H 2.7056 -2.3608 -5.2772 0.35
H 2.0298 -1.1829 -4.1311 -0.07
H 1.3395 -2.7983 -4.2374 0.04
H 4.2119 -2.2715 -3.3192 0.38
H 3.3767 -3.8154 -3.3367 0.45
H 1.9882 -3.0945 -1.5591 -0.23
H 5.0037 -0.9705 -0.2536 0.51
H 3.6385 0.7407 -1.2330 -0.30
H 3.4019 -0.2589 -2.6296 -0.74
H 6.0875 0.9360 -1.7694 0.35
H 5.0673 1.5159 -3.0940 0.31
H 5.8470 -0.0769 -3.2015 0.35
```

Its lowest unoccupied orbital energy (alpha / beta) is 3.492 / 3.487 eV. As for the expectation value of S²: 0.76. As for the net charge: -2. The HOMO-LUMO gap (alpha / beta) comes out at 2.2523 / 6.6381 eV. Its calculated total energy is -107114.2545 eV. Its spin multiplicity is 2.